Below is C45H50BHfN8OP3 as an isolated structure at a distorted geometry, with properties calculated with the ωB97M-V functional and the def2-TZVPD basis.

Properties
M in g mol⁻¹: 1001.17
Calculated total energy in Ha: -3354.278288
Energy relative to the best compared isomer or geometry (same formula, charge and spin) in kcal per mole: 31.51
⟨S²⟩: 0.7619

ORCA input file:
```
! RIJCOSX wB97M-V def2-TZVPD def2/J DEFGRID3
* xyz 3 2
Hf 1.06 0.61 0.59
C 2.50 -0.33 -2.92
C 1.26 0.44 -2.71
C 0.32 0.82 -3.67
C -0.59 1.61 -3.01
N -0.23 1.69 -1.71
N 0.91 0.96 -1.52
B -0.78 2.79 -0.72
N 0.41 3.47 -0.05
C 0.64 4.79 0.09
C 1.88 4.96 0.66
C 2.37 3.68 0.88
C 3.70 3.29 1.38
N 1.46 2.77 0.47
N -1.57 2.08 0.40
C -2.80 2.36 0.83
C -3.12 1.47 1.83
C -2.01 0.65 1.98
C -1.90 -0.53 2.87
N -1.04 1.04 1.12
N -1.61 3.73 -1.53
C -1.15 4.68 -2.41
C -2.19 5.06 -3.20
C -3.29 4.28 -2.77
C -4.66 4.27 -3.33
N -2.91 3.49 -1.78
H 2.61 -0.57 -3.97
H 2.47 -1.26 -2.36
H 3.36 0.26 -2.60
H 0.34 0.57 -4.71
H -1.45 2.10 -3.40
H -0.09 5.51 -0.21
H 2.38 5.89 0.87
H 3.91 3.79 2.33
H 4.47 3.63 0.68
H 3.76 2.21 1.49
H -3.38 3.14 0.37
H -4.04 1.40 2.37
H -2.70 -1.23 2.63
H -2.06 -0.23 3.90
H -0.94 -1.04 2.76
H -0.13 5.00 -2.42
H -2.19 5.79 -3.98
H -4.83 5.16 -3.93
H -5.40 4.22 -2.54
H -4.80 3.40 -3.98
C 4.33 -1.85 -0.65
P 3.65 -0.68 0.59
C 5.26 0.10 1.04
C 3.44 -1.73 2.08
C 3.99 -3.01 2.13
C 4.04 -3.73 3.31
C 3.52 -3.18 4.48
C 2.90 -1.94 4.43
C 2.84 -1.21 3.25
P 1.96 0.40 3.22
C 3.16 1.47 4.13
C 0.72 0.27 4.58
H 3.61 -2.61 -0.95
H 5.22 -2.33 -0.23
H 4.66 -1.29 -1.53
H 6.01 -0.68 1.08
H 5.21 0.59 2.01
H 5.55 0.83 0.28
H 4.38 -3.47 1.24
H 4.49 -4.70 3.33
H 3.60 -3.71 5.41
H 2.47 -1.55 5.34
H 3.34 1.02 5.10
H 2.73 2.46 4.28
H 4.12 1.57 3.62
H 1.19 0.48 5.54
H 0.27 -0.72 4.61
H -0.05 1.02 4.41
O 0.78 -1.33 0.51
C 0.50 -2.17 1.43
C -0.38 -3.25 1.06
C -0.41 -4.50 1.70
C -1.24 -5.50 1.23
C -2.07 -5.25 0.14
C -2.09 -4.01 -0.47
C -1.26 -2.99 -0.02
P -1.33 -1.34 -0.80
C -3.09 -0.90 -0.61
C -3.95 -1.63 0.21
C -5.28 -1.26 0.33
C -5.75 -0.13 -0.31
C -4.89 0.64 -1.08
C -3.56 0.26 -1.23
C -1.12 -1.91 -2.52
C -2.05 -1.67 -3.52
C -1.84 -2.19 -4.79
C -0.70 -2.92 -5.07
C 0.25 -3.14 -4.07
C 0.03 -2.64 -2.80
H 0.27 -4.68 2.52
H -1.23 -6.48 1.68
H -2.72 -6.03 -0.23
H -2.75 -3.81 -1.30
H -3.61 -2.51 0.73
H -5.94 -1.86 0.93
H -6.79 0.16 -0.22
H -5.23 1.53 -1.58
H -2.91 0.86 -1.83
H -2.95 -1.11 -3.32
H -2.59 -2.05 -5.55
H -0.54 -3.33 -6.05
H 1.14 -3.71 -4.28
H 0.74 -2.85 -2.01
*
```

Atom charges from the Löwdin analysis, given in e for atoms 1 to 4: Hf 1.56; C -0.01; C -0.31; C 0.04

=====

Below is a single C4H11P3 molecule at a distorted geometry, with properties calculated with the ωB97M-V functional and the def2-TZVPD basis.

Properties
M in g mol⁻¹: 152.05
SMILES string: C=P[P@@H](C)=C(C)P
Calculated total energy in Ha: -1182.897224
Energy relative to the best compared isomer or geometry (same formula, charge and spin) in kcal per mole: 59.96

ORCA input file:
```
! RIJCOSX wB97M-V def2-TZVPD def2/J DEFGRID3
* xyz 0 1
C -2.45 1.20 -0.86
P -2.84 0.23 0.45
P -0.61 -0.66 0.63
C -0.75 -1.94 -0.69
C 1.11 -0.20 0.45
C 1.73 0.73 1.54
P 1.34 0.53 -1.26
H -3.04 1.98 -1.28
H -1.44 1.14 -1.25
H -0.41 -1.35 1.90
H 0.31 -2.42 -0.76
H -0.92 -1.43 -1.70
H -1.56 -2.63 -0.40
H 2.69 0.32 1.66
H 1.63 1.81 1.48
H 1.17 0.57 2.46
H 1.35 1.92 -0.82
H 2.71 0.21 -1.55
*
```

Atom charges from the Löwdin analysis, given in e for atoms 1 to 4: C -0.46; P 0.67; P 0.57; C -0.37

=====

Below is a single C5H11NO molecule, with properties calculated with the ωB97M-V functional and the def2-TZVPD basis.

Properties
M in g mol⁻¹: 101.15
SMILES string: C=N[C@@H](O)C(C)C
Calculated total energy in Ha: -327.082268
Energy relative to the best compared isomer or geometry (same formula, charge and spin) in kcal per mole: 30.80

ORCA input file:
```
! RIJCOSX wB97M-V def2-TZVPD def2/J DEFGRID3
* xyz 0 1
C 0.17 -1.66 -2.07
N -0.44 -0.74 -1.47
C -0.83 -0.84 -0.11
O -0.48 -2.09 0.47
C -0.24 0.35 0.68
C 1.29 0.30 0.65
C -0.75 1.67 0.11
H 0.43 -1.49 -3.10
H 0.45 -2.61 -1.62
H -1.93 -0.74 -0.11
H -0.63 -2.03 1.42
H -0.57 0.25 1.72
H 1.65 0.50 -0.36
H 1.71 1.04 1.32
H 1.64 -0.68 0.95
H -0.49 1.74 -0.94
H -1.84 1.72 0.20
H -0.32 2.50 0.65
*
```

Atom charges from the Löwdin analysis, given in e for atoms 1 to 4: C -0.02; N 0.03; C -0.44; O -0.03

=====

Below is an isolated ion of composition C6H6BO5 and charge -1 at a distorted geometry, with properties calculated with the ωB97M-V functional and the def2-TZVPD basis.

Properties
M in g mol⁻¹: 168.92
Calculated total energy in Ha: -633.430142
Energy relative to the best compared isomer or geometry (same formula, charge and spin) in kcal per mole: 0.00

ORCA input file:
```
! RIJCOSX wB97M-V def2-TZVPD def2/J DEFGRID3
* xyz -1 1
B -1.32 1.97 -0.60
C 1.46 -1.16 0.52
C 1.43 -0.01 1.20
C 0.52 -1.47 -0.63
C 0.33 0.89 0.88
C -0.21 2.04 1.53
C -0.36 0.66 -0.30
O -1.13 2.64 0.78
O 0.09 2.48 2.63
O -0.05 -0.31 -1.20
O -2.75 1.59 -0.48
O -0.93 2.86 -1.70
H 2.36 -1.86 0.79
H 2.04 0.36 1.93
H 1.12 -2.15 -1.23
H -0.26 -2.05 -0.20
H -3.18 2.08 0.18
H -1.24 3.64 -1.44
*
```

Atom charges from the Löwdin analysis, given in e for atoms 1 to 4: B -0.81; C -0.09; C -0.04; C -0.19

=====

Below is a 3-piece molecular cluster, C6H18O3 overall, with properties calculated with the ωB97M-V functional and the def2-TZVPD basis.

Properties
M in g mol⁻¹: 138.21
SMILES string: CCO.CCO.CCO
Calculated total energy in Ha: -465.072213
Energy relative to the best compared isomer or geometry (same formula, charge and spin) in kcal per mole: 23.63

ORCA input file:
```
! RIJCOSX wB97M-V def2-TZVPD def2/J DEFGRID3
* xyz 0 1
C 3.06 -2.20 -1.17
C 1.71 -1.80 -1.72
O 1.33 -2.74 -2.74
H 3.83 -2.11 -1.95
H 3.04 -3.20 -0.74
H 3.34 -1.65 -0.27
H 1.71 -0.83 -2.22
H 1.04 -1.80 -0.86
H 2.08 -3.27 -2.99
C 1.47 0.23 1.40
C 0.32 -0.69 1.79
O -0.76 0.08 2.25
H 1.77 0.89 2.22
H 1.18 0.97 0.65
H 2.38 -0.25 1.04
H 0.66 -1.44 2.52
H -0.03 -1.37 1.00
H -1.26 0.39 1.46
C -3.00 3.23 0.00
C -3.32 1.79 0.32
O -2.18 0.97 0.07
H -2.05 3.53 0.45
H -3.76 3.95 0.29
H -2.80 3.36 -1.07
H -4.18 1.44 -0.26
H -3.60 1.66 1.37
H -2.00 0.86 -0.86
*
```

Atom charges from the Löwdin analysis, given in e for atoms 1 to 4: C -0.10; C -0.31; O -0.09; H 0.08

=====

Below is an isolated ion of composition NO6S and charge -1 at a distorted geometry, with properties calculated with the ωB97M-V functional and the def2-TZVPD basis.

Properties
M in g mol⁻¹: 142.07
SMILES string: O=[N+]([O-])OS(=O)(=O)[O-]
Calculated total energy in Ha: -904.351281
Energy relative to the best compared isomer or geometry (same formula, charge and spin) in kcal per mole: 4.18

ORCA input file:
```
! RIJCOSX wB97M-V def2-TZVPD def2/J DEFGRID3
* xyz -1 1
O 1.59 1.17 0.50
N 1.57 0.02 0.17
O 2.56 -0.59 -0.22
O 0.42 -0.63 0.24
S -1.35 -0.04 -0.12
O -2.03 -1.25 0.23
O -1.20 0.22 -1.52
O -1.57 1.10 0.72
*
```

Atom charges from the Löwdin analysis, given in e for atoms 1 to 4: O 0.06; N -0.52; O 0.04; O -0.14